The following is a quantum chemistry calculation of 5 unconnected molecules or ions with the total composition C50H68BrN4O14PS at a distorted geometry, from the OMol25 dataset.

Results
frontier orbital gap = 7.7 eV
HOMO = -8.5 eV
net charge = 0
multiplicity = 1
structure (SMILES) = C#CC[C@](CC)(OCCCCCCCCCCCCCOC)[C@](Br)(O[C@@H](C)C[C@@H]1CO1)P(O)(O)=S.O=[N+]([O-])c1ccccc1.O=[N+]([O-])c1ccccc1.O=[N+]([O-])c1ccccc1.O=[N+]([O-])c1ccccc1
max |F| = 9.303 eV Å⁻¹

Each line ends with the Mulliken charge.
Cartesian coordinates (Å):
C (9.479, -1.268, 3.958)  -0.44
C (8.586, -2.134, 3.259)  -0.38
C (7.290, -2.620, 2.313)  -0.07
C (6.216, -1.453, 1.969)  0.11
C (6.145, -0.329, 3.174)  -0.11
C (5.774, -0.919, 4.657)  -1.03
O (4.857, -1.833, 1.637)  -0.12
C (4.319, -3.029, 2.217)  -0.20
C (2.656, -2.949, 2.365)  -0.57
C (1.883, -4.118, 1.498)  -0.50
C (0.808, -3.412, 0.442)  -0.65
C (-0.559, -2.891, 1.217)  -0.35
C (-1.864, -2.974, 0.187)  -0.81
C (-3.091, -1.960, 0.700)  -0.26
C (-4.331, -2.107, -0.362)  -0.59
C (-4.997, -0.705, -0.867)  -0.75
C (-5.914, 0.099, 0.208)  -0.33
C (-6.085, -0.571, 1.684)  -0.20
C (-7.576, -0.065, 2.248)  -0.55
C (-7.503, 1.285, 3.172)  -0.43
O (-7.806, 2.489, 2.334)  -0.26
C (-7.192, 3.639, 3.036)  -0.66
C (6.721, -0.670, 0.567)  -0.70
Br (6.342, -1.951, -0.911)  0.03
O (8.066, -0.238, 0.794)  0.20
C (9.024, -0.295, -0.272)  0.29
C (8.972, 0.983, -1.352)  -0.88
C (10.516, -0.095, 0.470)  -0.86
C (10.535, 1.567, 1.117)  0.04
C (11.249, 1.698, 2.695)  -0.50
O (9.641, 1.812, 2.376)  -0.30
P (5.696, 0.897, 0.152)  0.53
O (6.450, 2.395, 0.739)  -0.48
O (4.068, 0.923, 0.742)  -0.34
S (5.525, 0.904, -1.828)  -0.35
H (10.218, -0.769, 4.752)  0.33
H (6.893, -3.553, 2.909)  0.45
H (7.821, -3.079, 1.346)  0.31
H (7.181, 0.262, 3.225)  0.04
H (5.340, 0.531, 2.975)  0.34
H (5.639, -2.076, 4.724)  0.24
H (6.707, -0.658, 5.354)  0.31
H (4.871, -0.302, 5.118)  0.29
H (4.746, -3.392, 3.241)  0.07
H (4.504, -3.928, 1.453)  0.15
H (2.242, -1.905, 2.025)  0.19
H (2.344, -3.098, 3.493)  0.30
H (1.219, -4.764, 2.248)  0.28
H (2.602, -4.792, 0.848)  0.34
H (1.330, -2.464, -0.019)  0.19
H (0.602, -4.190, -0.409)  0.38
H (-0.830, -3.572, 2.138)  0.24
H (-0.483, -1.778, 1.589)  0.24
H (-1.471, -2.702, -0.886)  0.35
H (-2.253, -4.086, 0.149)  0.23
H (-3.451, -2.403, 1.723)  0.19
H (-2.773, -0.834, 0.730)  0.30
H (-5.216, -2.783, 0.046)  0.26
H (-3.925, -2.668, -1.333)  0.38
H (-5.696, -0.957, -1.800)  0.30
H (-4.169, 0.018, -1.272)  0.27
H (-6.956, 0.323, -0.295)  0.21
H (-5.408, 1.168, 0.365)  0.14
H (-5.303, -0.080, 2.404)  0.14
H (-6.131, -1.738, 1.721)  0.21
H (-7.969, -0.955, 2.935)  0.33
H (-8.356, 0.014, 1.355)  0.13
H (-8.407, 1.206, 3.947)  0.22
H (-6.472, 1.355, 3.721)  0.35
H (-6.014, 3.482, 3.040)  0.29
H (-7.404, 4.631, 2.427)  0.22
H (-7.644, 3.749, 4.115)  0.24
H (9.156, -1.301, -0.853)  0.28
H (8.415, 0.668, -2.331)  0.10
H (8.417, 1.917, -0.907)  0.15
H (10.061, 1.332, -1.643)  0.31
H (11.408, -0.162, -0.280)  0.35
H (10.594, -0.796, 1.404)  0.32
H (10.741, 2.504, 0.308)  0.22
H (11.636, 0.617, 2.875)  0.24
H (11.834, 2.699, 2.629)  0.33
H (5.788, 3.099, 0.407)  0.38
H (3.719, 1.879, 0.717)  0.35
C (7.553, -0.603, -7.636)  -0.49
C (8.688, -1.405, -7.768)  -0.40
C (9.820, -1.150, -6.993)  -0.44
C (9.804, -0.086, -6.080)  0.05
C (8.669, 0.726, -5.951)  -0.32
C (7.544, 0.462, -6.734)  -0.25
N (10.982, 0.172, -5.244)  0.99
O (11.973, -0.557, -5.401)  -0.59
O (10.917, 1.101, -4.425)  -0.57
H (6.671, -0.810, -8.239)  0.39
H (8.688, -2.233, -8.475)  0.38
H (10.696, -1.784, -7.107)  0.43
H (8.645, 1.558, -5.250)  0.42
H (6.657, 1.085, -6.639)  0.41
C (-13.447, 4.444, 3.999)  -0.56
C (-12.312, 3.642, 3.867)  0.03
C (-11.180, 3.898, 4.642)  -0.18
C (-11.196, 4.962, 5.555)  -0.04
C (-12.331, 5.773, 5.684)  -0.42
C (-13.456, 5.510, 4.901)  -0.40
N (-10.018, 5.220, 6.391)  0.97
O (-9.027, 4.491, 6.234)  -0.60
O (-10.083, 6.148, 7.210)  -0.59
H (-14.329, 4.238, 3.396)  0.39
H (-12.312, 2.814, 3.160)  0.16
H (-10.304, 3.263, 4.528)  0.45
H (-12.355, 6.606, 6.385)  0.43
H (-14.343, 6.133, 4.996)  0.37
C (3.908, 0.077, -5.050)  -0.04
C (3.544, 0.733, -6.227)  -0.59
C (2.559, 0.190, -7.055)  -0.30
C (1.940, -1.014, -6.690)  -0.05
C (2.309, -1.678, -5.513)  -0.36
C (3.297, -1.127, -4.695)  -0.37
N (0.886, -1.576, -7.543)  0.98
O (0.601, -0.968, -8.586)  -0.59
O (0.339, -2.624, -7.170)  -0.58
H (4.672, 0.507, -4.405)  0.15
H (4.026, 1.670, -6.498)  0.41
H (2.287, 0.713, -7.969)  0.43
H (1.840, -2.615, -5.221)  0.45
H (3.588, -1.634, -3.777)  0.46
C (-12.645, -0.988, -2.366)  -0.37
C (-12.654, -1.610, -1.117)  -0.49
C (-12.283, -0.896, 0.024)  -0.25
C (-11.906, 0.449, -0.098)  0.03
C (-11.888, 1.074, -1.352)  -0.33
C (-12.260, 0.348, -2.486)  -0.49
N (-11.539, 1.212, 1.100)  1.05
O (-11.548, 0.619, 2.189)  -0.59
O (-11.244, 2.408, 0.955)  -0.55
H (-12.941, -1.548, -3.252)  0.37
H (-12.954, -2.653, -1.031)  0.37
H (-12.295, -1.395, 0.990)  0.43
H (-11.594, 2.115, -1.462)  0.44
H (-12.252, 0.825, -3.464)  0.37

Atoms 1-6, force components in eV/Å:
-5.8587 -6.0453 -3.9596
4.7387 6.7862 4.1735
2.5074 -0.9785 0.6102
0.2752 1.9702 0.4081
0.3452 1.1087 0.2607
1.1285 0.9121 0.8575